Record 1
This record from the OMol25 dataset describes a cluster of 8 separate species, C5H26N2O7 in total. The level of theory is the ωB97M-V functional and the def2-TZVPD basis.

```
40
C5H26N2O7 | the OMol25 dataset | the ωB97M-V functional and the def2-TZVPD basis
C -0.4253 0.3173 1.8594
C 0.8834 -0.5597 1.9456
C 0.7915 -1.6071 0.7797
C 1.7999 -1.9807 0.0347
N 1.5957 -2.8328 -1.0015
C 2.1634 -3.1217 -2.1615
N -0.5187 1.0654 0.5535
H -1.3538 -0.3328 2.0843
H -0.3090 0.9542 2.8767
H 1.9314 -0.1573 1.8042
H 0.8649 -0.9081 2.9914
H -0.2030 -2.0191 0.4811
H 2.9009 -1.6604 0.2723
H 0.5207 -3.1294 -0.9207
H 1.7996 -3.9853 -2.6074
H 2.9325 -2.7614 -2.6418
H -0.2223 0.6126 -0.2643
H -1.6052 1.2226 0.4378
H -0.2283 2.0451 0.7213
H -2.3596 2.0448 -2.2698
H -3.8575 1.8783 -1.9401
O -2.9358 1.7703 -1.6853
H -2.7315 -1.5821 3.6090
H -3.0684 -2.3088 2.3839
O -2.2316 -1.9357 2.8056
H 2.4420 2.5996 -0.8768
H 2.1802 1.0615 -1.1609
O 1.8971 1.8020 -0.6163
H 1.3645 -1.1221 -4.5875
H 0.1345 -1.2383 -3.7445
O 1.0117 -1.7625 -3.9414
H -2.2482 3.4261 1.8702
H -0.7255 3.0037 2.2883
O -1.6957 2.6685 2.0441
H 1.6739 3.8049 1.3334
H 1.7470 3.2080 2.7757
O 1.1679 3.4834 2.0425
H -1.6094 -1.2091 -3.2193
H -2.0424 -0.0176 -2.0927
O -1.4311 -0.7362 -2.2632
```

Total charge: +2
E (eV): -22900.7990
Energy relative to the best compared isomer or geometry (same formula, charge and spin) (eV): 3.747
Frontier orbital gap (eV): 9.187
LUMO level (eV): -7.37
Molar mass (g mol⁻¹): 226.27

Record 2
This record from the OMol25 dataset describes a structure of composition C5H11HgMgO4. The level of theory is the ωB97M-V functional and the def2-TZVPD basis.

```
22
C5H11HgMgO4 | the OMol25 dataset | the ωB97M-V functional and the def2-TZVPD basis
O -0.9180 -2.3011 -0.1472
C -2.1648 -1.7208 0.0916
C -2.2288 -0.2568 -0.3280
O -1.1610 0.5379 0.1459
C -0.1677 1.0017 -0.7900
C 0.8818 1.6659 0.0661
O 1.5707 0.6327 0.7940
C 2.6493 1.0206 1.6155
Mg 0.6721 -1.1369 0.2346
H -2.4574 -1.8300 1.1526
H -2.9631 -2.2515 -0.4609
H -3.1743 0.2033 -0.0015
H -2.1775 -0.2363 -1.4313
H -0.5964 1.7207 -1.5007
H 0.4448 2.3342 0.8275
H 1.6217 2.1828 -0.5638
H 3.1306 0.1033 1.9722
H 3.3814 1.6063 1.0398
H 2.2490 1.5992 2.4613
Hg 0.1978 -3.2691 -1.3803
O 0.8615 -1.4832 -1.6917
H 0.3481 -0.1229 -2.1057
```

Multiplicity: 2
Expectation value of S²: 0.761
E (eV): -23166.7524
Energy relative to the best compared isomer or geometry (same formula, charge and spin) (eV): 2.301
Frontier orbital gap (alpha / beta) (eV): 5.643 / 6.418
LUMO level (alpha / beta) (eV): -0.45 / -0.70
Molar mass (g mol⁻¹): 360.03

Record 3
This record from the OMol25 dataset describes the ion C2H2N3O with charge +1. The level of theory is the ωB97M-V functional and the def2-TZVPD basis.

```
8
C2H2N3O | the OMol25 dataset | the ωB97M-V functional and the def2-TZVPD basis
C -0.2535 0.3038 -0.8483
C 0.4335 0.1031 1.3755
N 0.2136 -0.9035 -1.0364
N 0.5419 -1.9315 -1.3185
N -0.1025 0.8385 0.5257
O 0.9147 -0.6206 2.0817
H -0.9367 0.7246 -1.6969
H -0.8108 1.4858 0.9172
```

Total charge: +1
E (eV): -8612.8313
Energy relative to the best compared isomer or geometry (same formula, charge and spin) (eV): 2.023
Frontier orbital gap (eV): 8.371
LUMO level (eV): -5.69
Molar mass (g mol⁻¹): 84.06